No. 1
The following is a DFT calculation (ωB97M-V/def2-TZVPD) of a gas-phase ion, CNS (charge -1).

Bonds (Å) are listed after each position.
CARTESIAN COORDINATES (ANGSTROEM)
1 S -0.502 -1.144 1.004  C3 1.811
2 N 0.446 1.001 -0.863  C3 1.187
3 C 0.055 0.144 -0.141  S1 1.811, N2 1.187

As for the charge: -1. The value obtained for the HOMO-LUMO gap is 7.5 eV. As for the SMILES: N#C[S-].

---

No. 2
The following is a DFT calculation (ωB97M-V/def2-TZVPD) of a single CO3S molecule.

Bonds (Å) are listed after each position.
CARTESIAN COORDINATES (ANGSTROEM)
1 S -1.117 -0.500 0.175  O2 2.018, C5 1.548
2 O 0.859 -0.686 -0.190  S1 2.018, O4 1.258
3 O -0.305 2.005 -0.317  C5 1.135
4 O 1.176 -1.765 0.374  O2 1.258
5 C -0.612 0.947 -0.042  S1 1.548, O3 1.135

The value obtained for the HOMO-LUMO gap (alpha / beta) is 8.8 / 7.9 eV. The relative energy (zero: lowest compared OMol25 entry of this formula, charge and spin) is 4.942 eV.

---

No. 3
The following is a DFT calculation (ωB97M-V/def2-TZVPD) of a single CO3S3 molecule.

Bonds (Å) are listed after each position.
CARTESIAN COORDINATES (ANGSTROEM)
1 S 1.788 0.788 -1.156  S2 1.925
2 S 1.194 -0.421 0.219  S1 1.925, S3 2.510, O4 1.440, O5 1.406
3 S -1.087 -0.554 -0.822  S2 2.510, C7 1.528
4 O 1.475 -1.803 -0.070  S2 1.440
5 O 0.630 -0.091 1.464  S2 1.406
6 O -2.280 1.500 0.383  C7 1.148
7 C -1.720 0.581 -0.018  S3 1.528, O6 1.148

The value obtained for the HOMO-LUMO gap is 8.9 eV. The relative energy (zero: lowest compared OMol25 entry of this formula, charge and spin) is 0.680 eV.

---

Number 1: F_max 0.0567 Eh/bohr. Number 2: F_max 0.0875 Eh/bohr. Number 3: F_max 0.0649 Eh/bohr.